[1]
ORCA calculation (ωB97M-V/def2-TZVPD) on a 2-piece molecular cluster, C10H16 overall.

Calculated values
**Orbital gap**: 9.86 eV
**M**: 136.238 g mol⁻¹
**Highest occupied orbital energy**: -8.85 eV
**Energy**: -10628.729 eV
**Relative energy (zero: lowest compared OMol25 entry of this formula, charge and spin)**: 23.39 kcal per mole

Positions of all 26 atoms, in Å:
C1 -3.79835 0.62573 0.41181
C2 -2.53460 0.12820 1.13497
C3 0.58605 0.30626 -2.77197
C4 1.72163 -1.21102 -1.27283
C5 1.63289 -0.19413 -0.29069
C6 1.69987 -0.56591 2.21569
C7 2.53413 -0.29677 0.93044
C8 1.27441 -0.92392 -2.53542
C9 0.74654 0.84701 -0.44889
C10 0.22892 1.12252 -1.73616
H1 -0.54334 1.87864 -1.80585
H2 -4.38302 -0.22618 0.06637
H3 0.21272 0.48320 -3.77310
H4 2.32991 -0.28186 3.06576
H5 3.08066 0.63646 1.05530
H6 1.17837 -1.56785 -3.39890
H7 0.58297 1.55588 0.35379
H8 0.91436 0.17886 2.34881
H9 -2.73287 -0.77191 1.71345
H10 2.20887 -2.15961 -1.09715
H11 1.39555 -1.60333 2.21120
H12 3.19572 -1.14425 0.76583
H13 -3.50764 1.07283 -0.53867
H14 -2.09936 0.87609 1.80787
H15 -4.26638 1.36591 1.04906
H16 -1.65800 -0.13086 0.53927

Atomic forces in eV per Å
C 1.6 -0.4 -0.6
C 0.6 -0.1 0.4
C 0.0 -1.1 -0.3
C 0.3 0.7 -0.4
C 0.6 -1.0 0.5
C 1.3 1.3 -0.1
C -1.7 -0.3 0.3
C -1.8 1.6 -0.6
C 0.5 0.5 -1.1
C -0.3 -0.3 1.4
H 0.3 0.3 -0.4
H -0.5 0.2 0.6
H 0.0 0.1 0.0
H 0.1 -0.8 0.2
H 0.2 -0.1 -0.1
H 0.8 -0.6 0.3
H 0.0 -0.1 0.1
H -0.6 -0.5 -0.5
H -0.1 0.1 0.3
H 0.2 0.1 0.3
H -0.4 0.0 0.4
H 0.4 0.2 0.1
H 0.0 0.5 0.1
H -0.4 0.0 0.1
H -0.7 -0.2 -0.2
H -0.4 -0.1 -0.7

***

[2]
ORCA calculation (ωB97M-V/def2-TZVPD) on one molecule with the formula C4H6N2.

Calculated values
**Orbital gap**: 9.27 eV
**M**: 82.106 g mol⁻¹
**Highest occupied orbital energy**: -8.25 eV
**Energy**: -7224.579 eV
**Relative energy (zero: lowest compared OMol25 entry of this formula, charge and spin)**: 23.34 kcal per mole

Positions of all 12 atoms, in Å:
N1 0.06422 -1.27414 0.24165
N2 2.21244 -0.32474 -0.09642
C1 0.95019 -0.16774 0.08985
C2 -1.22975 -0.87386 -0.03995
C3 -1.33386 0.46722 -0.09996
C4 0.06335 1.05905 0.13529
H1 -2.02729 -1.62095 -0.10800
H2 2.67490 0.56961 -0.25850
H3 0.14527 1.51648 1.17340
H4 0.38721 -2.23601 -0.23460
H5 -2.26154 1.03342 -0.22096
H6 0.35486 1.85167 -0.58180

Atomic forces in eV per Å
N 2.2 -3.1 -1.7
N -1.4 0.2 0.1
C 0.8 -0.8 -0.4
C -1.0 1.1 0.0
C 0.1 -0.2 0.1
C -0.6 0.7 0.7
H 0.4 0.4 0.0
H -0.2 -0.1 0.2
H -0.1 -0.5 -1.1
H -0.7 3.1 1.7
H 0.5 -0.2 0.1
H -0.1 -0.5 0.3

***

[3]
ORCA calculation (ωB97M-V/def2-TZVPD) on C8H6AuF6NO4S2 as an isolated structure.

Calculated values
**Orbital gap (alpha / beta)**: 8.43 / 5.94 eV
**Spin multiplicity**: 3
**M**: 555.228 g mol⁻¹
**Highest occupied orbital energy (alpha / beta)**: -16.72 / -17.94 eV
**Energy**: -59716.783 eV
**Total charge**: +2

Positions of all 28 atoms, in Å:
Au1 -0.02396 0.16598 0.46833
S1 -2.72587 -0.18748 -0.76928
S2 -5.23024 -0.65026 0.32931
F1 -4.34064 -1.02343 3.12286
F2 -4.20421 -2.87088 1.99274
F3 -4.56383 0.95552 -2.25786
F4 -2.51988 1.54080 -2.70001
F5 -6.13410 -2.16832 2.69734
F6 -3.51387 2.31888 -0.94506
O1 -5.21024 0.66839 0.86006
O2 -2.11956 0.44410 0.44995
O3 -6.38825 -1.39246 0.00334
O4 -1.75556 -0.88530 -1.54844
N1 -3.95867 -1.11513 -0.44148
C1 1.65895 2.76630 0.25583
C2 1.86045 0.57424 1.98842
C3 -3.39669 1.28822 -1.75325
C4 -4.93783 -1.87518 2.35669
C5 1.51420 2.98983 1.60563
C6 1.93644 1.44364 -0.25015
C7 1.57886 1.90572 2.47742
C8 2.14211 0.35203 0.63145
H1 1.59074 3.57757 -0.45851
H2 1.33752 3.98619 1.98699
H3 2.08702 1.31283 -1.31598
H4 2.57302 -0.58055 0.28488
H5 1.44673 2.04044 3.54420
H6 1.96246 -0.24839 2.68656

Atomic forces in eV per Å
Au 0.2 0.5 0.2
S -0.1 0.1 0.1
S 0.1 -0.1 0.2
F 0.0 0.0 0.0
F 0.0 0.0 0.0
F 0.0 0.0 0.0
F 0.0 0.0 0.0
F 0.0 0.0 0.0
F 0.0 0.0 0.0
O 0.0 0.0 0.0
O -0.1 -0.3 -0.1
O 0.0 0.0 -0.1
O 0.0 0.0 0.0
N 0.0 -0.1 0.0
C 0.1 -0.1 -0.2
C -0.3 -0.1 0.1
C 0.0 0.0 0.0
C 0.0 0.1 -0.1
C 0.0 -0.1 0.2
C -0.1 -0.1 0.0
C 0.1 0.0 -0.1
C 0.1 0.0 -0.3
H 0.0 0.0 0.0
H 0.0 0.0 0.0
H 0.0 0.0 0.0
H 0.0 0.0 0.0
H 0.0 0.0 0.0
H 0.0 0.1 0.1

***

[4]
ORCA calculation (ωB97M-V/def2-TZVPD) on C28H62N2O32S8 as an isolated structure.

Calculated values
**Orbital gap (alpha / beta)**: 6.54 / 1.85 eV
**Spin multiplicity**: 2
**M**: 1195.322 g mol⁻¹
**Highest occupied orbital energy (alpha / beta)**: -9.13 / -9.13 eV
**Energy**: -185202.017 eV
**Relative energy (zero: lowest compared OMol25 entry of this formula, charge and spin)**: 16.14 kcal per mole
**Total charge**: +1

Positions of all 132 atoms, in Å:
S1 -4.40796 -0.02515 -3.31038
S2 -2.38572 5.50413 -1.56800
S3 3.70861 3.44463 0.37144
S4 -0.91037 -0.45751 0.58657
S5 -2.19887 -1.57218 4.84955
S6 -0.41975 -4.75342 -2.41349
S7 2.40196 0.04722 4.49580
S8 3.50840 -4.84103 -0.48075
O1 -4.76689 -0.66289 -2.01567
O2 -2.29599 6.13198 -0.21852
O3 2.77122 -1.35063 4.34142
O4 -2.20138 3.83751 -1.28100
O5 -1.58398 -0.51213 1.89356
O6 -5.16200 1.10529 -3.78843
O7 3.14549 -4.33848 0.81980
O8 -2.35975 -3.01544 5.66269
O9 0.70204 -0.29235 0.84667
O10 -2.74341 0.19137 -3.33726
O11 -0.66346 -1.94482 -0.02179
O12 4.42868 2.48668 -0.48972
O13 -1.48349 -3.80162 -2.02811
O14 -3.94496 5.21866 -2.03170
O15 -1.49722 0.46862 -0.38789
O16 3.00183 0.54066 5.91605
O17 -0.28108 -6.10770 -1.46377
O18 -1.56999 5.95198 -2.67882
O19 -0.94392 -5.64207 -3.66655
O20 -1.01821 -2.34441 3.88328
O21 3.59183 -3.56863 -1.59314
O22 -3.35338 -1.26319 4.01252
O23 4.34851 4.23279 1.44808
O24 2.83064 4.47823 -0.62515
O25 -1.57767 -0.55209 5.73294
O26 5.11113 -5.12617 -0.63580
O27 0.99218 0.45079 4.38531
O28 3.42490 1.06728 3.60023
O29 2.73297 -5.95431 -1.06595
O30 0.90181 -4.24783 -2.78030
O31 -4.26581 -1.14063 -4.54931
O32 2.26155 2.87642 0.95276
N1 -4.11827 3.37513 4.16360
N2 2.90346 0.28436 -4.75881
C1 -3.00663 -1.70872 -4.57848
C2 -5.57569 3.63047 2.24635
C3 4.00996 1.99616 4.44245
C4 1.71905 3.81466 -1.15983
C5 4.37941 0.04536 -4.74224
C6 3.16761 2.64177 -5.50071
C7 -5.47263 3.22174 3.65671
C8 2.03520 -0.82600 -2.76902
C9 -4.03453 3.41234 5.60762
C10 -3.36747 3.08824 -1.44719
C11 -2.25471 -4.07104 4.77672
C12 -2.14548 -1.05259 -3.46361
C13 1.36386 -1.49401 1.03472
C14 4.85445 -2.93244 -1.50404
C15 -4.57017 4.03900 -1.34550
C16 2.37059 1.35802 -5.63846
C17 -3.23857 2.20833 3.61799
C18 -1.07198 -3.74031 3.89001
C19 0.42556 -2.55724 0.54996
C20 -4.46130 2.13223 6.37618
C21 3.36877 1.85184 5.78239
C22 0.09887 -7.28103 -2.21335
C23 -1.74814 2.39944 3.84257
C24 -0.18707 -6.88937 -3.67319
C25 2.40293 0.49579 -3.42103
C26 4.75544 -0.51420 -6.10386
C27 5.84041 -4.06292 -1.18476
C28 1.18749 3.12598 0.09396
H1 -3.35459 2.20926 -0.80272
H2 -3.04953 3.72057 5.95817
H3 -1.34971 3.31509 3.40560
H4 2.44260 2.41493 5.89748
H5 1.06484 -1.24990 -3.02753
H6 0.42613 3.74262 0.57165
H7 -1.55000 2.39419 4.91440
H8 2.79173 -1.54446 -3.08456
H9 -3.06783 -2.79518 -4.51569
H10 0.91702 -3.17428 -0.20225
H11 2.33940 -1.44138 0.55136
H12 4.06664 -1.32333 -6.34668
H13 -3.58304 1.22070 3.92462
H14 0.75443 -6.61915 -4.15135
H15 4.63000 0.19728 -6.92004
H16 -3.36463 2.63856 -2.44011
H17 1.44677 -1.48153 2.12150
H18 4.76933 -2.23896 -0.66742
H19 -5.78218 2.19167 3.83345
H20 -6.59059 3.47573 1.88012
H21 -2.16059 -5.00876 5.32438
H22 -2.43627 -1.46039 -5.47352
H23 0.94942 4.41357 -1.64675
H24 -4.84549 3.16847 1.58194
H25 2.39130 0.93192 -6.64152
H26 2.08452 3.08855 -1.88597
H27 5.79830 -0.82038 -6.18629
H28 1.48202 1.07848 -3.39917
H29 -0.14722 -4.20999 4.22517
H30 -0.60963 -7.68991 -4.28038
H31 4.19776 2.64338 -5.85690
H32 -5.51190 3.72510 -1.79572
H33 -3.27256 2.00901 2.54691
H34 3.04890 2.93330 -4.45715
H35 -3.62423 1.56743 6.78659
H36 0.11602 -3.14159 1.41648
H37 -5.33088 4.69263 2.24549
H38 4.04097 2.09519 6.60519
H39 3.12373 1.09892 -2.86895
H40 4.74792 -0.59765 -3.94297
H41 2.72270 3.45446 -6.07492
H42 6.58121 -3.64517 -0.50302
H43 -1.13894 -4.05465 2.84847
H44 -5.08246 2.41833 7.22496
H45 -3.15098 -4.03096 4.15770
H46 6.33007 -4.47421 -2.06748
H47 -4.73633 4.37529 -0.32207
H48 5.05495 -2.32414 -2.38601
H49 -6.16252 3.85577 4.21362
H50 0.79333 2.19030 -0.30260
H51 -5.02894 1.41695 5.78099
H52 3.77652 2.95052 3.97043
H53 -1.13564 1.57573 3.47590
H54 -4.76232 4.10873 6.02411
H55 -1.07394 -0.99965 -3.65617
H56 -2.27953 -1.45199 -2.45831
H57 5.06801 1.73434 4.45266
H58 1.13557 -7.52231 -1.97855
H59 1.31343 1.58506 -5.50079
H60 -0.56951 -8.10538 -1.96471
H61 4.83203 0.97224 -4.38992
H62 2.05551 -0.70948 -1.68546

Atomic forces in eV per Å
S 0.5 -1.9 1.3
S -1.7 -1.9 2.7
S -1.6 1.8 0.2
S -1.2 0.3 2.4
S 1.8 -0.3 0.1
S -0.7 -0.4 -1.0
S -0.9 -0.3 0.2
S -0.6 -0.7 -2.1
O 1.0 1.6 -3.6
O -0.2 -1.3 -4.0
O -0.5 2.3 -0.3
O 1.7 2.1 0.1
O 1.6 0.0 -3.1
O 1.5 -1.3 0.5
O 0.7 -0.4 -1.4
O -0.4 2.8 1.4
O -2.1 3.3 -1.7
O -2.0 3.0 -0.1
O -2.3 1.9 -1.1
O -1.5 1.7 2.1
O 2.8 -2.9 -0.5
O 0.5 1.1 -0.2
O 2.1 -2.1 1.2
O -0.6 -2.9 -0.9
O -0.3 2.0 0.4
O -1.4 -0.7 1.6
O -0.3 -0.1 0.5
O -0.3 2.6 0.6
O -1.2 -1.5 0.6
O 2.0 -0.7 1.8
O -1.4 -2.5 -3.1
O 2.6 1.0 0.2
O -1.9 -3.2 -2.5
O -1.8 -0.7 1.2
O 3.3 -0.6 -0.2
O -2.8 -3.2 -0.2
O 2.3 2.9 1.4
O -1.9 -0.4 1.0
O -1.7 1.5 1.2
O 2.6 -0.5 0.5
N 1.8 -1.5 -1.2
N 0.7 3.2 2.0
C 2.5 -0.9 0.3
C 0.1 0.8 -1.0
C 0.8 1.1 -0.4
C 0.2 -1.0 0.8
C -0.3 -0.7 -1.1
C 0.0 0.7 0.2
C 0.3 -0.7 1.3
C 0.9 -0.6 0.5
C -0.8 -0.7 1.0
C -1.4 -1.1 -1.0
C -0.7 -0.8 -1.5
C -1.0 -1.5 1.3
C 0.6 0.3 1.7
C -0.4 0.0 1.1
C 2.3 1.0 0.8
C 0.2 -1.3 -2.3
C -0.1 0.8 -0.3
C 0.4 -0.6 -0.3
C 1.1 -1.8 0.7
C 0.4 -0.4 0.2
C -0.2 2.2 1.4
C -0.8 0.5 -0.4
C 0.1 -0.1 1.1
C 1.7 0.7 -0.6
C -2.0 -0.6 0.8
C 0.3 0.5 -0.5
C 0.8 1.1 -0.8
C -1.3 -0.6 -1.8
H 0.0 0.5 0.6
H 0.0 0.1 -0.3
H -0.3 0.2 0.0
H 0.2 0.6 -0.2
H 0.0 0.4 -0.3
H 0.2 -0.2 0.3
H 0.2 0.3 0.1
H -0.1 -0.4 0.4
H -0.1 0.1 0.3
H -0.3 -0.1 0.0
H -0.1 -0.1 0.0
H 0.3 -0.3 0.1
H -0.1 0.0 1.0
H 0.1 -0.2 -0.1
H -0.1 0.3 0.2
H 0.0 0.3 -0.3
H 0.7 -1.0 0.0
H 0.4 0.1 0.2
H -0.4 -0.3 -0.2
H 0.0 0.0 -0.2
H -0.1 0.2 0.0
H -0.7 0.1 -0.6
H 0.5 0.6 0.3
H -0.1 -0.3 0.1
H 0.4 0.3 -0.3
H -0.1 -0.2 -0.2
H -0.2 -0.3 0.3
H 0.1 0.3 -0.6
H 0.3 0.5 0.5
H -0.7 0.5 0.2
H 0.0 -0.5 0.4
H 0.5 0.3 -0.5
H -0.8 1.0 -0.4
H 0.6 0.3 0.1
H 0.2 0.0 -0.1
H 0.0 -0.3 -0.3
H -0.2 0.2 -0.3
H 0.0 0.1 -0.1
H 0.5 -0.4 0.2
H -1.0 -0.6 0.1
H -0.5 -0.3 -0.1
H 0.1 -0.5 0.2
H -0.7 -0.2 0.0
H 0.0 -0.1 0.0
H -0.2 -0.6 0.0
H 0.0 0.2 0.0
H -0.1 -0.2 0.0
H 0.0 -0.5 -0.2
H 0.1 0.0 0.3
H -0.5 -0.2 0.8
H -0.1 0.2 -0.1
H 0.6 0.3 0.4
H -0.4 -0.2 -0.3
H 0.2 0.8 -0.7
H -0.3 0.3 -0.4
H 0.3 -1.0 -0.2
H 0.2 0.5 0.2
H -0.1 0.1 -0.3
H 0.1 -0.5 0.8
H 0.0 0.2 0.6
H -0.1 0.6 -0.7
H 0.1 -0.1 0.0

***

[5]
ORCA calculation (ωB97M-V/def2-TZVPD) on a 2-piece molecular cluster, C3H6N3O3 overall.

Calculated values
**Orbital gap (alpha / beta)**: 3.17 / 6.79 eV
**Spin multiplicity**: 3
**M**: 132.099 g mol⁻¹
**Highest occupied orbital energy (alpha / beta)**: 0.63 / -6.24 eV
**Energy**: -13815.360 eV
**Relative energy (zero: lowest compared OMol25 entry of this formula, charge and spin)**: 0.00 kcal per mole
**Total charge**: -1

Positions of all 15 atoms, in Å:
O1 3.69413 0.23017 -0.41602
O2 1.25334 -0.79224 -0.63376
O3 1.10610 1.18513 0.29713
N1 3.26910 -0.90014 1.47109
N2 -0.77194 0.18038 -0.21283
N3 3.36464 -0.35609 0.49509
C1 0.65844 0.20671 -0.23744
C2 -1.34418 -1.01797 -0.57143
C3 -1.57453 1.17676 0.39957
H1 -1.75883 1.95841 -0.36569
H2 -2.17032 -1.09889 -1.46932
H3 -1.93812 -1.58427 0.23453
H4 -2.45049 0.63842 0.77859
H5 -1.01365 1.74361 1.18187
H6 -0.32369 -1.57000 -0.95139

Atomic forces in eV per Å
O 0.9 2.2 -3.8
O -0.5 -0.9 -1.1
O 0.8 2.9 1.1
N -0.7 -0.1 -0.3
N -2.2 -0.5 0.1
N 0.5 -2.0 4.2
C 1.8 -0.6 0.4
C 0.3 -3.9 -2.8
C 0.4 1.0 0.6
H -0.5 -0.3 0.1
H 1.6 1.0 1.7
H 0.8 1.0 -0.5
H -0.2 0.7 -0.1
H -0.3 -0.8 -0.5
H -2.9 0.4 0.9